[1]
{
  "formula": "C20H20F3N3O",
  "method": "ωB97M-V/def2-TZVPD",
  "species": ["O", "F", "F", "F", "N", "C", "C", "C", "C", "C", "C", "C", "C", "C", "C", "C", "C", "N", "N", "C", "C", "C", "C", "C", "C", "C", "C", "H", "H", "H", "H", "H", "H", "H", "H", "H", "H", "H", "H", "H", "H", "H", "H", "H", "H", "H", "H"],
  "xyz": [[-1.7519, 1.2669, -2.6926], [4.7617, 1.2349, -2.7262], [4.1464, -0.8269, -3.3375], [3.4572, 0.9090, -4.4880], [0.4092, 0.2969, 0.5769], [-1.0787, 1.0662, -1.6724], [0.9326, 0.3857, -0.6187], [-0.9226, 0.6538, 0.7371], [2.4593, 0.5933, -2.3621], [-1.7065, 1.1046, -0.3496], [2.3478, 0.2742, -1.0308], [-5.8906, -1.6049, 0.5305], [-4.9773, -1.6769, -0.5220], [-5.9127, -0.4739, 1.3341], [-4.0929, -0.6074, -0.7342], [-5.0334, 0.5797, 1.1240], [-4.1021, 0.4876, 0.0890], [1.1603, 0.8541, -2.8045], [0.2214, 0.6824, -1.7462], [-1.3968, 0.5897, 2.2014], [3.7339, 0.4701, -3.2332], [-3.1206, 1.6092, -0.1612], [4.1188, -1.7270, 1.6288], [4.0002, -0.3365, 2.2732], [3.2355, -1.6439, 0.3930], [3.7793, 0.6030, 1.0938], [3.4837, -0.2699, -0.1539], [-6.6321, -2.3773, 0.6612], [-4.9951, -2.5118, -1.1963], [-6.6622, -0.3534, 2.1140], [-3.4087, -0.6664, -1.5820], [-5.0767, 1.4406, 1.7970], [0.8604, 0.7740, -3.8055], [-1.1501, -0.3903, 2.6334], [-0.8442, 1.2993, 2.8336], [-2.4863, 0.6905, 2.2810], [-3.4157, 2.1677, -1.0498], [-3.1741, 2.3318, 0.6713], [5.1902, -1.9146, 1.3205], [3.8590, -2.5396, 2.3020], [3.1540, -0.3338, 3.0297], [4.8987, -0.0586, 2.7904], [3.4784, -2.4052, -0.3336], [2.2160, -1.7895, 0.6905], [4.6434, 1.2375, 0.9430], [2.9050, 1.2432, 1.3208], [4.3791, -0.3382, -0.7699]],
  "forces_ev_per_angstrom": [[0.9919, 0.1746, 0.0788], [-1.3171, -1.2458, -0.7017], [-0.2067, 1.4360, 0.2590], [0.3609, -0.2643, 0.7665], [-0.4052, 0.2193, -0.0901], [-3.9079, 0.4940, -1.1133], [1.0712, -0.1494, 0.2413], [0.1136, 0.4402, -0.6306], [-1.5143, -1.0679, 1.9581], [2.2457, -0.6854, 1.7294], [1.0768, -0.6570, 0.3430], [0.1656, 0.1970, -0.4845], [-0.0544, 0.9359, 0.4744], [-0.3384, 0.3444, 0.2519], [-0.3522, -1.5320, -0.5835], [0.0659, -0.4254, 0.0454], [0.0199, 1.0462, 0.4399], [-0.9789, 0.5413, -2.1257], [3.5588, -0.1384, -0.2988], [0.0398, -0.4734, -0.7144], [-0.6188, 0.4674, 0.0172], [0.2091, 0.2032, -0.0659], [1.3366, -0.1379, -0.0890], [-0.8426, -0.7003, 0.5678], [0.1888, -0.8559, 0.3334], [-1.1251, 0.6511, 0.1931], [-0.5579, 1.3374, -0.3517], [0.0156, -0.1709, 0.1226], [0.0940, -0.2715, -0.1587], [0.1261, -0.2510, -0.0693], [-0.0598, 0.1573, 0.2505], [0.1346, -0.1596, -0.3568], [0.0224, 0.1096, 1.7195], [0.0226, 0.1022, -0.3612], [-0.3261, 0.0989, -0.3812], [0.3922, 0.2766, 0.0542], [0.0393, -0.0935, -0.1270], [0.1988, -0.3211, -0.2158], [-0.9593, 0.2387, 0.2298], [-0.1204, -0.0716, 0.0267], [0.8492, 0.1474, -1.0036], [0.4002, 0.0097, 0.4867], [0.0097, -0.3243, -0.2636], [-0.7403, 0.0751, 0.1165], [0.1059, 0.2114, -0.1656], [0.5001, -0.1200, -0.3020], [0.0700, 0.2014, -0.0518]],
  "mulliken_charge": [-0.758, -0.231, -0.226, -0.284, -0.482, 0.719, 0.144, 1.037, -0.603, 0.032, -0.071, -0.490, -0.648, -0.511, -0.217, -0.203, 0.591, -0.535, 0.124, -1.161, 1.064, -1.691, -0.584, -0.611, -1.077, -1.030, 0.375, 0.376, 0.403, 0.345, 0.312, 0.364, 0.288, 0.337, 0.277, 0.346, 0.379, 0.427, 0.262, 0.413, 0.252, 0.313, 0.346, 0.382, 0.405, 0.245, 0.857],
  "smiles": "Cc1nc2c(C3CCCC3)c(C(F)(F)F)[nH]n2c(=O)c1Cc1ccccc1",
  "relative_energy_kcal_mol": 0.0,
  "orbital_gap_ev": 8.40,
  "energy_ev": -35734.6009
}



[2]
{
  "formula": "C3H2N2O3",
  "method": "ωB97M-V/def2-TZVPD",
  "species": ["C", "C", "C", "H", "H", "N", "N", "O", "O", "O"],
  "xyz": [[-1.4571, 0.3997, 0.8906], [-0.5928, 0.2611, -0.0932], [0.5979, -0.5743, 0.0332], [-0.6566, -0.8865, 2.2049], [-2.5527, 0.8337, 0.7826], [-0.4534, 1.1190, -1.2837], [0.7371, 0.7656, -1.8081], [-1.1433, -0.0292, 2.2562], [1.2660, -0.2521, -1.2793], [1.1192, -1.4260, 0.7321]],
  "forces_ev_per_angstrom": [[-2.5549, -0.0857, 3.8506], [1.8391, 0.6925, -1.4124], [1.9357, -1.6429, -0.6567], [-0.0144, 0.8220, -0.0179], [2.7660, -0.5193, 0.4159], [3.6393, -2.4841, -0.1281], [-5.6779, 3.4144, -0.2301], [-1.1288, -0.1019, -3.5354], [1.0662, -2.3723, 2.9379], [-1.8702, 2.2773, -1.2236]],
  "mulliken_charge": [-0.052, 0.196, 0.642, 0.344, 0.305, -0.362, 0.017, -0.461, -0.103, -0.527],
  "smiles": "O=C1ON=N/C1=C/O",
  "relative_energy_kcal_mol": 114.1,
  "orbital_gap_ev": 8.93,
  "energy_ev": -12262.0335
}



[3]
{
  "formula": "C34H67N2O2PSbSi3Ti",
  "method": "ωB97M-V/def2-TZVPD",
  "species": ["Ti", "C", "O", "Si", "C", "C", "C", "Si", "C", "C", "C", "Si", "C", "C", "C", "H", "H", "H", "H", "H", "H", "H", "H", "H", "H", "H", "H", "H", "H", "H", "H", "H", "H", "H", "H", "H", "H", "H", "H", "H", "H", "H", "C", "C", "Sb", "C", "C", "C", "C", "H", "H", "H", "H", "H", "H", "H", "H", "H", "H", "H", "H", "H", "H", "H", "C", "C", "N", "C", "C", "C", "O", "C", "C", "C", "C", "N", "C", "H", "H", "H", "H", "H", "H", "H", "H", "H", "H", "H", "H", "H", "H", "C", "P", "C", "C", "C", "C", "C", "C", "C", "H", "H", "H", "H", "H", "H", "H", "H", "H", "H", "H"],
  "xyz": [[-1.0899, 0.3301, -0.4112], [-3.7317, 0.5304, 1.3140], [-2.5771, 1.0522, 0.6143], [-2.2481, 2.7337, 0.2516], [-2.5107, 3.8608, 1.7280], [-3.5399, 3.1944, -1.0884], [-0.3556, 2.3990, -0.1750], [0.8370, 2.8211, 1.2662], [0.2807, 2.2688, 3.0041], [1.2171, 4.7060, 1.5434], [2.5194, 2.0346, 0.9280], [0.0793, 3.4464, -1.7251], [1.9227, 3.9965, -1.8922], [-0.4097, 2.5321, -3.2920], [-0.9541, 5.0446, -1.7685], [-3.6548, 0.9031, 2.3163], [-3.7235, -0.5490, 1.4234], [-4.6580, 0.8010, 0.7892], [-3.3549, 4.5673, 1.5881], [-1.6465, 4.5214, 2.0023], [-2.7012, 3.2524, 2.6271], [-4.5406, 3.1850, -0.6347], [-3.6508, 2.4459, -1.8854], [-3.3894, 4.1949, -1.4874], [0.3765, 3.1532, 3.6765], [0.8897, 1.4712, 3.4132], [-0.7357, 1.9435, 3.0248], [1.2474, 5.3138, 0.6300], [2.2233, 4.6577, 1.9729], [0.6249, 5.1164, 2.3458], [2.4823, 1.6040, -0.0748], [2.7448, 1.1631, 1.6231], [3.3735, 2.7638, 0.9212], [2.6181, 3.1749, -1.8149], [2.2545, 4.6816, -1.0237], [2.0728, 4.3562, -2.9095], [-0.2183, 1.4368, -3.3268], [0.0647, 3.0704, -4.1272], [-1.4640, 2.7039, -3.4354], [-1.3426, 5.3423, -0.7785], [-1.7849, 5.0232, -2.4505], [-0.1929, 5.8220, -1.9999], [2.7092, -2.9877, -3.9567], [1.4012, -2.3960, -3.3941], [1.6055, -0.6447, -2.0308], [3.1799, -1.6921, -0.8427], [4.1190, -0.7271, -0.1249], [2.6871, 0.5893, -3.5426], [4.2054, 0.6525, -3.3691], [2.4592, -3.5509, -4.8787], [3.1467, -3.6180, -3.1695], [3.4750, -2.1850, -4.2607], [0.7972, -3.1442, -2.8575], [0.7877, -1.9623, -4.2013], [3.6857, -2.2419, -1.6254], [2.7568, -2.4368, -0.1964], [4.2178, 0.2381, -0.6112], [5.1342, -1.2010, -0.0951], [3.8330, -0.5686, 0.9267], [2.2548, 1.6136, -3.5533], [2.4290, 0.0965, -4.4420], [4.4685, 1.2709, -2.5053], [4.5538, 1.1749, -4.2452], [4.6094, -0.3721, -3.2679], [1.6201, -4.6874, 5.1804], [2.1620, -4.2345, 3.8310], [2.7496, -2.8354, 3.9060], [4.0671, -2.6859, 4.5195], [4.0906, -1.9402, 5.8648], [2.1655, -1.6906, 3.4606], [2.6884, -0.5627, 3.4824], [0.7809, -1.7379, 2.7753], [-0.3378, -2.4998, 3.1846], [-1.4267, -2.7164, 2.3307], [-1.4532, -2.1304, 1.1035], [-0.4689, -1.1542, 0.8225], [0.6976, -1.1525, 1.5529], [1.1576, -5.6643, 5.0959], [0.8215, -3.9697, 5.5780], [2.4097, -4.7215, 5.9041], [1.3886, -4.1937, 3.0784], [2.9669, -4.8946, 3.5225], [4.6470, -2.1612, 3.7591], [4.5348, -3.6800, 4.5083], [3.9684, -0.8402, 5.7571], [4.9453, -2.2085, 6.4651], [3.2798, -2.3171, 6.4811], [-0.4070, -2.7412, 4.2336], [-2.1802, -3.4336, 2.6493], [-2.1439, -2.3492, 0.2845], [1.4611, -0.5681, 1.0722], [-3.1457, 0.2462, -3.9711], [-2.6189, -0.7306, -2.4310], [-2.0047, -2.2243, -3.3142], [-4.2656, -1.2970, -1.7788], [-4.4295, -2.6164, -1.3636], [-5.6813, -3.0778, -0.9122], [-6.7752, -2.2383, -0.9031], [-6.6097, -0.9027, -1.2259], [-5.3776, -0.4402, -1.7247], [-3.7176, 1.1100, -3.6581], [-3.7179, -0.4173, -4.6352], [-2.2685, 0.5154, -4.5384], [-2.8220, -2.8115, -3.7667], [-1.4316, -2.8338, -2.5985], [-1.3376, -1.8978, -4.1085], [-3.5614, -3.2864, -1.3469], [-5.7698, -4.0807, -0.6086], [-7.7732, -2.5909, -0.5779], [-7.4201, -0.1881, -1.1836], [-5.3268, 0.5549, -2.2150]],
  "forces_ev_per_angstrom": [[2.1412, -0.6082, -1.8083], [-0.0509, 0.2898, -0.3410], [-1.7051, 0.4055, 1.0476], [1.6542, 0.9525, -0.4117], [-0.0323, 0.6190, 0.5993], [-0.1514, -0.7570, 0.5567], [-1.4591, 0.7666, -0.0945], [-0.1374, 0.5923, 0.1299], [0.5438, 0.8681, -0.0876], [0.3239, -1.1906, -0.4273], [0.6282, -0.6131, 0.2545], [0.0822, -0.4153, 0.8850], [-0.3215, 0.1032, 1.5990], [0.4409, -0.0943, -0.2472], [1.3002, 0.4297, 0.9394], [-0.4419, 0.4659, 0.5285], [0.4174, -0.2186, -0.4900], [0.2849, 0.1395, 0.3066], [0.2373, -0.5818, 0.0383], [-0.4742, -0.7998, -0.5086], [-0.1016, 0.2494, -0.1682], [0.1549, 0.1462, 0.2622], [0.4739, 0.2974, -0.0474], [0.0306, -0.1575, -0.0771], [-0.1233, -0.6363, -0.3468], [0.2459, -0.1835, 0.0038], [-0.8884, -0.2326, 0.1057], [-0.1827, 0.0639, 0.5064], [0.1133, 0.1635, -0.1886], [-0.5462, 0.4126, -0.0765], [0.0845, -0.0216, -0.1408], [-0.1933, 1.2922, -0.6028], [-0.7441, -0.6697, 0.2048], [0.1301, -0.6341, 0.1019], [-0.5742, -0.6058, -1.8341], [0.0029, 0.7094, 0.1793], [0.0672, 0.7817, -0.0792], [0.0501, -0.4541, -0.0188], [-0.6257, -0.1168, -0.0148], [0.1255, -0.2129, -0.2373], [-0.0665, 0.2119, -0.5325], [-0.7762, -0.1423, -0.2872], [0.2190, 1.0466, -0.1999], [-0.1209, 0.9629, 0.0337], [0.1374, -0.7809, -0.2164], [-0.2075, 1.3051, -1.0847], [1.0232, -0.9739, 0.6207], [-0.1041, 0.5076, 1.9052], [-0.7761, -0.2004, 0.2748], [0.4016, 0.0011, 0.6493], [0.1174, -0.0266, -0.6452], [-1.1244, -1.1155, 0.5018], [0.2542, 0.1775, -0.3160], [0.1651, -0.3639, 0.1909], [0.3045, -0.0214, -0.1265], [-0.5229, -0.2243, 0.4097], [0.0238, -0.0096, 0.0354], [-0.6478, 0.5188, 0.0377], [0.0056, 0.0569, -0.4178], [0.1219, -0.7688, 0.0853], [-0.3178, -0.4827, -1.0861], [0.0992, -0.2832, -0.0631], [0.7132, -0.1015, -0.3423], [0.1952, 0.7052, -0.1350], [-1.3890, 1.2172, -0.0073], [0.2645, 1.7403, 0.5893], [-0.9562, -0.4050, 0.0638], [0.6752, 0.2183, -0.6687], [-0.6727, -0.1323, -0.2149], [-0.6178, 1.0618, -0.4081], [-0.0993, -1.5577, 0.2070], [0.4157, -1.9695, 0.5830], [0.1291, 1.3460, 0.3316], [0.2035, -0.8519, 0.8282], [1.8146, 1.8180, -0.4931], [-0.3246, -2.3668, 0.0158], [-1.8105, 0.9083, -1.2518], [0.0169, -0.2309, 0.0140], [1.1127, -0.9242, -0.5649], [0.4051, -0.1068, 0.4754], [-0.0693, -0.2788, -0.2160], [0.0396, -0.0297, -0.2414], [0.2452, 0.3836, 0.2469], [-0.2958, 0.1480, 0.6073], [0.2392, -0.8766, -0.0156], [0.7015, 0.2296, -0.1677], [-0.4605, 0.0933, 0.0078], [0.0513, -0.6972, -0.0232], [-0.0373, 0.2461, -0.1611], [-0.0560, 0.1998, 0.5390], [0.4284, 0.2126, 0.3504], [0.0253, -1.0777, 0.8227], [-0.6511, 0.2025, -1.0480], [-0.1645, -0.3032, 0.5252], [-0.0568, 0.2137, -0.3826], [-0.1946, -0.1652, 0.6642], [1.0519, 0.8814, -0.7665], [-0.8329, 0.1491, 0.8174], [0.8304, 0.6572, -0.8733], [-0.1592, 0.0505, -0.3869], [-0.0406, 0.2188, -0.2867], [-0.1726, 0.1868, 0.4365], [0.3802, 0.4105, 0.1059], [0.2754, 0.2650, 0.2811], [-0.1998, 0.0104, -0.4303], [0.0918, 0.0224, 0.0641], [-0.4590, 0.0906, -0.1080], [-0.1643, -1.1285, 0.2901], [0.8035, 0.1444, -0.2105], [-0.1976, -0.1780, -0.0234], [-0.0162, -0.5892, 0.7913]],
  "mulliken_charge": [0.143, -1.175, 0.920, 0.200, -1.048, -1.079, 0.578, 0.248, -1.128, -1.425, 0.302, 0.313, -0.797, -0.482, -1.473, 0.354, 0.226, 0.322, 0.429, 0.173, 0.371, 0.475, -0.040, 0.517, 0.376, 0.270, 0.226, 0.327, 0.469, 0.498, -0.945, 0.008, 0.585, -0.050, 0.204, 0.533, -0.445, 0.496, 0.493, 0.374, 0.435, 0.424, -1.230, -0.659, -0.605, -1.005, -0.542, -0.532, -1.434, 0.406, 0.345, 0.153, 0.502, 0.312, 0.657, 0.631, -0.024, 0.400, -0.003, 0.209, 0.807, 0.271, 0.517, 0.265, -1.132, -0.702, 0.209, -0.778, -1.148, -0.021, -0.633, -0.470, -0.031, -0.951, -0.846, 0.597, -0.228, 0.425, 0.226, 0.365, 0.437, 0.452, 0.364, 0.524, 0.278, 0.443, 0.291, 0.672, 0.537, 0.416, 0.446, -1.534, 1.329, -1.430, 0.771, -0.364, -0.730, -0.659, -0.448, -0.634, 0.455, 0.447, 0.395, 0.517, 0.244, 0.469, 0.286, 0.511, 0.351, 0.461, 0.182],
  "total_charge": 1,
  "relative_energy_kcal_mol": 39.8,
  "orbital_gap_ev": [5.86, 7.41],
  "s2": 2.0297,
  "multiplicity": 3,
  "energy_ev": -105991.1747
}